# 1
ORCA calculation (ωB97M-V/def2-TZVPD) on a 3-piece molecular cluster, C23H46I2O15P2S overall at a distorted geometry.

Last column: Mulliken charge in e.
Atoms and positions in Å:
O (-5.03, -3.55, -2.37)  -0.757
H (1.92, -0.07, 2.56)  -0.361
H (2.26, 1.91, 0.12)  0.242
H (4.61, -1.93, -6.67)  0.253
H (-1.15, 1.64, 0.56)  0.512
H (1.07, 4.16, -0.60)  0.466
O (-2.55, 3.83, 0.74)  -0.647
O (-6.26, -1.26, -2.28)  -0.342
C (0.88, 0.65, 4.33)  -0.604
H (2.44, -0.56, 0.34)  -0.029
C (-3.54, -2.35, 2.21)  -1.554
C (-2.89, 3.51, 5.69)  -0.680
H (-2.74, 0.38, 4.99)  0.673
H (2.62, 0.36, -2.57)  0.425
C (-0.35, 1.90, 1.24)  -0.812
I (-0.63, -1.38, 1.88)  0.129
C (4.20, -1.49, -5.75)  -0.738
H (-4.65, -0.58, -5.72)  0.239
O (5.73, -3.50, -4.77)  -0.315
O (5.88, -1.06, -2.62)  -0.158
C (-3.39, -0.93, 2.72)  0.175
H (1.21, 0.91, 5.34)  0.444
C (-2.24, -0.25, 2.68)  -1.086
H (-3.26, -2.38, 1.15)  0.413
H (1.33, 2.38, 3.10)  0.697
O (-3.53, 4.32, 2.83)  -0.692
H (6.86, 0.37, -3.77)  0.301
H (3.82, 0.04, -0.57)  0.217
H (3.19, -1.61, -0.89)  0.380
H (-0.24, 3.06, -1.05)  0.284
O (2.95, -2.20, 3.27)  -0.533
H (3.45, -2.16, -5.33)  0.356
C (6.98, -3.58, -5.47)  -0.717
C (7.02, -0.22, -2.87)  -0.710
H (-5.00, 0.22, -4.18)  0.326
H (3.68, -0.95, 4.69)  0.312
H (-7.41, -2.81, -3.07)  0.341
H (6.87, -4.31, -6.27)  0.243
H (0.27, 2.70, 4.43)  0.409
P (-4.89, -2.09, -2.52)  0.790
C (-3.33, 2.41, 5.07)  -0.428
I (-5.18, -0.15, 3.48)  0.093
O (0.30, 3.11, 0.93)  -0.370
H (2.05, -1.64, 5.02)  0.396
H (2.88, 0.84, 3.68)  0.390
H (7.93, -0.81, -2.97)  0.293
O (-3.02, 1.92, 2.29)  -0.109
H (0.40, 1.11, 1.16)  0.178
H (7.13, 0.45, -2.02)  0.260
C (-0.76, 1.97, 2.73)  0.909
H (7.78, -3.92, -4.80)  0.306
H (-7.67, -1.20, -3.79)  0.250
H (7.25, -2.62, -5.91)  0.333
O (5.25, -1.23, -4.83)  -0.329
H (-4.94, 0.37, -0.85)  0.322
H (3.74, -0.54, -6.00)  0.259
H (-1.43, 1.51, 5.26)  0.380
C (2.93, -0.58, -0.63)  -0.598
O (-1.27, 3.36, 2.88)  -0.517
H (-3.33, 4.48, 5.54)  0.270
C (-4.00, -0.17, -0.94)  0.209
O (-4.88, -1.87, -4.14)  -0.324
O (-4.24, -1.58, -1.13)  0.098
H (-8.28, -1.55, -2.17)  0.234
H (-2.01, 3.39, 6.32)  0.284
C (0.47, 1.97, 3.64)  -2.172
O (4.28, -2.77, -2.99)  -0.657
H (-3.43, -0.06, -0.01)  -0.483
H (-4.38, 2.30, 4.88)  0.133
H (-4.59, -2.65, 2.23)  0.474
C (2.70, -1.20, 4.28)  -0.785
C (-4.45, -0.59, -4.65)  -0.636
C (-2.33, 1.35, 4.68)  -1.121
H (3.71, -1.90, 2.76)  0.295
P (5.53, -2.31, -3.63)  1.035
C (2.12, 0.06, 3.62)  -0.077
H (0.07, -0.07, 4.44)  0.463
O (1.10, 0.97, -1.26)  -0.308
C (1.74, 2.16, -0.82)  -0.487
H (1.42, -0.82, -2.12)  0.301
C (-7.46, -1.74, -2.87)  -0.726
C (0.66, 3.16, -0.44)  -0.835
H (2.46, 2.54, -1.55)  0.589
S (-2.65, 3.46, 2.11)  1.395
H (-3.41, 0.24, -1.76)  0.271
C (-2.07, 1.21, 3.15)  2.504
H (-3.38, -0.45, -4.49)  0.269
C (2.02, 0.00, -1.72)  -0.468
H (-2.93, -3.02, 2.80)  0.348

The HOMO energy comes out at -8.881 eV. The SMILES is C=CC[C@@]1(/C(I)=C(/C)I)OS(=O)(=O)O[C@]1(CCCCO)COCCOCC.COP(=O)(OC)OC.COP(=O)(OC)OC. As for the HOMO-LUMO gap: 7.3 eV.

# 2
ORCA calculation (ωB97M-V/def2-TZVPD) on C36H70BeCl3CsFNO7 as an isolated structure at a distorted geometry.

Last column: Mulliken charge in e.
Atoms and positions in Å:
H (-10.00, -3.61, -1.19)  0.321
H (-2.72, -2.77, -0.69)  0.344
H (2.69, -0.60, 2.76)  -0.416
H (-4.87, 2.03, 2.17)  0.143
H (0.29, -1.46, -3.05)  0.497
H (4.39, -1.39, 5.25)  0.451
H (-0.42, -5.52, -6.59)  0.352
H (2.77, 0.61, 0.45)  -1.364
H (4.20, 1.36, -0.34)  0.290
H (3.25, 0.08, -2.46)  0.647
H (-2.21, -5.55, -4.51)  0.317
H (-3.60, -0.15, -1.25)  0.509
C (5.54, 4.74, -0.62)  -1.024
H (1.20, -0.49, -0.53)  -1.098
H (4.84, 5.52, -0.92)  0.272
C (-0.27, 3.81, -0.16)  -1.106
C (-3.41, -2.06, -0.23)  -1.060
H (-5.42, -3.89, -0.14)  0.180
H (2.03, -1.37, -3.21)  0.519
C (0.88, 4.50, 0.60)  1.447
H (4.36, -3.89, 1.71)  0.400
Cs (1.41, -0.10, 2.15)  2.583
C (-5.18, 3.05, 2.42)  -1.081
C (-4.53, 4.04, 1.43)  -0.612
C (0.59, -6.69, -3.65)  0.572
H (3.05, -4.02, -1.20)  0.577
H (2.06, -3.64, 0.95)  0.746
H (-0.96, 4.56, -0.60)  -0.208
C (4.49, -1.77, 2.30)  -0.481
Be (-0.82, 6.81, -1.87)  0.517
O (0.23, 0.86, -1.86)  -0.600
H (4.88, -2.81, 0.45)  0.403
H (-5.61, -2.03, 1.46)  0.264
H (2.77, 0.76, 5.96)  0.303
H (0.88, 5.82, 2.32)  0.480
C (-4.93, -2.86, 1.68)  -0.763
H (0.18, 3.29, -1.02)  0.417
C (-0.87, 0.85, -0.94)  0.973
C (-2.43, 2.97, 0.65)  0.001
H (-0.47, 4.70, 2.34)  0.164
H (4.93, 6.39, 1.61)  0.314
C (2.63, 0.58, -1.72)  -1.994
C (5.38, 4.44, 0.85)  0.859
C (0.98, -6.25, -5.05)  -0.450
C (3.46, 0.56, -0.39)  0.488
O (5.07, 3.34, 1.24)  -0.498
H (-2.72, 3.29, -0.36)  0.319
C (2.73, -2.87, 0.57)  1.354
H (1.58, -0.12, 4.99)  0.239
H (-4.93, 5.05, 1.54)  0.381
H (2.42, -0.90, 6.38)  0.332
H (-6.26, 3.08, 2.38)  0.398
H (-2.80, 3.69, 2.63)  0.303
F (1.20, 5.71, -0.04)  -0.449
H (0.53, -2.89, -0.98)  0.306
C (-2.99, 4.03, 1.61)  -0.729
H (2.31, -1.89, 0.75)  -1.771
H (2.46, 1.61, -2.04)  0.505
C (-1.48, -0.56, -0.84)  -1.233
H (5.48, 5.23, 2.83)  0.308
O (0.10, 6.03, -2.81)  -0.074
H (-0.88, -1.23, -0.22)  0.110
H (0.64, 5.92, -1.95)  0.582
H (-3.18, -0.07, 0.46)  -0.406
H (-4.99, -3.07, 2.75)  0.379
H (-2.81, -3.18, 1.57)  0.403
C (-5.38, -4.13, 0.93)  -0.993
H (1.17, -7.14, -5.65)  0.322
H (-6.38, -4.39, 1.25)  0.375
H (-1.65, 1.44, -1.44)  0.875
H (0.66, 1.57, 0.45)  -0.493
C (5.63, 5.58, 1.81)  -1.211
H (6.56, 5.07, -0.82)  0.423
H (5.33, -2.09, 2.91)  0.441
O (-0.75, -6.61, -3.50)  -0.369
C (-9.21, -4.01, -0.58)  -0.316
H (2.61, -2.27, 3.51)  0.873
C (-0.27, -5.50, -5.51)  -0.314
O (1.34, -7.08, -2.81)  -0.591
N (-0.96, 2.84, 0.67)  0.782
C (2.53, -0.22, 5.54)  -1.044
Cl (-8.72, -2.78, 0.60)  -0.138
H (-2.57, 5.02, 1.42)  0.331
C (0.58, 4.80, 2.06)  -1.292
Cl (-0.98, 0.48, 1.90)  -0.328
H (4.00, -0.38, -0.30)  0.144
C (-0.48, 1.50, 0.43)  -0.159
C (-3.53, -2.40, 1.27)  -0.303
H (6.65, 5.94, 1.71)  0.384
H (-3.29, -1.53, 1.90)  0.117
H (1.75, 3.84, 0.59)  -0.135
C (3.78, -0.71, 4.65)  -0.783
Cl (-7.86, -4.48, -1.63)  -0.134
H (1.86, -5.61, -5.03)  0.273
H (-4.65, -4.93, 1.07)  0.322
H (-4.80, 3.68, 0.43)  0.334
O (2.29, 5.23, -2.86)  -0.457
C (2.76, -2.99, -0.99)  -1.177
H (1.27, -3.54, -2.44)  0.125
C (1.43, 5.44, -3.68)  0.698
C (-2.96, -0.59, -0.48)  0.023
H (-0.20, -4.46, -5.20)  0.089
C (3.32, -1.41, 3.30)  -0.760
H (4.80, -0.86, 1.76)  0.352
H (4.34, 0.19, 4.41)  0.278
C (1.36, -2.76, -1.69)  -0.238
C (1.22, -0.14, -1.56)  2.555
H (1.14, 4.15, 2.73)  0.277
H (-1.41, -0.96, -1.85)  0.399
O (1.23, 5.36, -4.83)  -0.420
H (-1.74, -7.10, -5.24)  0.282
C (1.23, -1.39, -2.48)  -1.772
H (-9.55, -4.89, -0.04)  0.274
H (5.34, 3.84, -1.20)  0.204
H (-4.42, -2.14, -0.65)  0.533
C (4.15, -2.92, 1.26)  -1.352
H (-2.95, 2.03, 0.83)  -0.363
C (-1.37, -6.20, -4.73)  -0.459
H (3.48, -2.28, -1.40)  0.326
H (-4.82, 3.25, 3.43)  0.339

Its total charge is +2. The HOMO energy comes out at -13.013 eV. As for the HOMO-LUMO gap: 2.2 eV.

Q: The highest HOMO-LUMO gap belongs to which entry?
A: C23H46I2O15P2S

Q: The lowest HOMO energy belongs to which entry?
A: C36H70BeCl3CsFNO7

Q: What is the HOMO-LUMO gap in the second record?
A: 2.2 eV